The following is a DFT calculation (the ωB97M-V functional and the def2-TZVPD basis) of a cluster of 12 separate species, C26H47Cl15O9 in total at a distorted geometry.

Calculated values
SMILES: COC(=O)OC.ClC(Cl)Cl.ClC(Cl)Cl.ClC(Cl)Cl.ClC(Cl)Cl.ClC(Cl)Cl.CC(C)=O.CC(C)=O.CC(C)=O.CC(C)=O.CC(C)=O.CC(C)=O
Relative energy (zero: lowest compared OMol25 entry of this formula, charge and spin), kcal/mol: 0.0
Kohn-Sham gap, eV: 9.74
Multiplicity: 1

Last column: Mulliken charge in e.
CARTESIAN COORDINATES (ANGSTROEM)
Cl 5.07188 1.99789 2.26660  -0.133
Cl 2.72530 -2.58976 -0.41712  -0.113
Cl 3.76713 2.21279 -2.63993  -0.107
Cl 3.53812 -4.48474 1.70912  -0.131
Cl 3.24218 -1.58594 2.29001  -0.033
Cl 3.54655 2.35596 -5.52136  -0.119
Cl 1.72157 0.68184 -3.85457  0.011
Cl -0.07196 5.50640 4.69997  -0.139
Cl -5.18671 0.23972 -0.94058  -0.149
Cl 5.29361 1.43884 5.13451  -0.135
Cl 3.29091 3.49039 4.01489  -0.095
Cl -3.71783 -1.88401 0.63413  -0.082
Cl -5.00056 -2.41889 -1.93039  -0.120
Cl 0.41138 3.67148 2.38863  0.057
Cl -1.52458 5.81779 2.08664  -0.137
O -2.94807 3.93162 -3.52116  -0.600
O 1.27333 7.21395 0.53568  -0.601
O -2.74878 -2.72518 -3.75254  -0.558
O -0.77553 -0.61799 -0.82544  -0.168
O 1.01400 0.80028 -0.55612  0.361
O 0.33712 -4.56376 -0.08882  -0.303
O 1.21652 0.65888 4.50226  -0.535
O 0.44806 -0.45644 1.18478  0.279
O 0.39155 -5.01810 3.11154  -0.604
C -2.42320 -1.36559 -5.73156  -1.394
C 0.25843 1.31838 4.92072  1.008
C 0.03494 -5.90984 -2.08395  -1.528
C 2.11751 1.25942 0.18680  0.168
C 4.19510 1.93472 3.82185  0.781
C -2.22387 1.85586 -2.61406  -0.510
C 0.10579 -0.11347 -0.10631  0.031
C 2.73441 -2.96305 1.28704  1.084
C -0.59421 3.72770 -3.30607  -0.242
C -4.16268 -1.21201 -0.94940  1.108
C -0.40074 -5.03339 -0.93334  0.732
C -2.04125 3.28429 -3.05138  0.374
C -0.55559 -2.12788 -4.23480  -0.537
C 3.32324 1.30304 -4.18918  -0.309
C -0.33950 -1.47734 1.87214  -0.942
C -1.12145 1.33862 4.27009  -0.717
C -0.74924 -5.47515 2.80482  1.102
C -2.01145 -2.10011 -4.50960  0.960
C -1.88532 -4.66187 -0.88850  -0.102
C -0.01018 5.33481 2.88958  -0.098
C 0.51849 2.11904 6.14018  -1.047
C 1.30975 7.00339 -1.86156  -0.820
C 1.65360 6.52798 -0.50361  0.813
C -0.96247 -6.88459 2.32515  -1.182
C 2.29661 5.18959 -0.43129  -0.517
C -2.07503 -4.80341 3.01955  -1.011
H -1.87771 -7.28354 2.76249  0.412
H -3.22408 1.52453 -2.89316  0.434
H 1.37120 2.76329 5.92581  0.169
H -1.95602 -1.74453 -6.64055  0.380
H -1.87152 -3.73343 2.97670  -0.100
H -0.52307 4.54481 -4.02396  0.502
H -3.47815 -1.55229 -5.93234  0.387
H 3.01656 0.64316 0.18137  0.343
H -0.16547 -1.64788 -3.33730  -0.107
H 3.97835 0.46376 -4.42272  0.422
H -1.04787 2.06440 3.46021  0.060
H 1.90459 1.33524 1.25310  -0.173
H -0.39067 4.27995 -2.38862  -0.217
H -0.13534 -7.48711 2.70054  0.339
H -1.24624 -1.04021 2.29026  0.288
H -2.36987 -3.90547 -1.50588  0.050
H -2.32800 -0.27980 -5.72194  0.279
H 2.56915 4.95898 0.59859  0.190
H 0.03759 -1.60332 -4.98385  0.333
H -2.47277 -5.12687 3.98146  0.520
H 0.09884 2.90603 -3.48671  -0.126
H -0.41319 2.63997 6.36086  0.311
H 2.14726 7.14845 -2.54394  0.355
H -2.25526 1.82526 -1.52494  0.243
H -3.26925 -0.92053 -1.50159  -0.799
H 1.70828 4.37027 -0.84443  -0.103
H 0.61470 6.30461 -2.32709  -0.019
H 0.61889 7.84576 -1.89667  0.356
H -1.08095 -6.90594 1.24182  0.209
H -2.81090 -5.22331 2.33378  0.362
H 3.24416 5.19782 -0.96997  0.459
H -2.08245 -4.11031 0.03075  -0.330
H -2.59251 -5.48815 -0.96081  0.477
H -0.35706 -5.53955 -3.03122  0.328
H -0.26511 -3.17251 -4.12326  0.209
H 1.11294 -6.05325 -2.15765  0.328
H -1.46554 1.19566 -3.03497  0.025
H -0.62176 -2.34359 1.27379  0.133
H -0.33471 -6.90926 -1.85458  0.372
H 1.72824 -3.17389 1.64937  -0.963
H 2.34858 2.25963 -0.17965  -0.379
H 0.22654 -1.91020 2.69697  0.380
H 3.41813 1.18144 3.69148  -0.448
H 0.83746 1.55952 7.01955  0.314
H -1.83512 1.89300 4.87955  0.381
H 0.71004 6.06582 2.52213  0.276
H -1.52777 0.44141 3.80314  0.092

***

The following is a DFT calculation (the ωB97M-V functional and the def2-TZVPD basis) of a structure of composition C26H48BiO2P2 at a distorted geometry.

Calculated values
Charge: +1
Relative energy (zero: lowest compared OMol25 entry of this formula, charge and spin), kcal/mol: 20.9
Kohn-Sham gap, eV: 3.19
Multiplicity: 1

Last column: Mulliken charge in e.
CARTESIAN COORDINATES (ANGSTROEM)
Bi -0.51485 -0.54180 -1.26312  0.101
P 2.60316 2.83751 0.89434  0.845
P 1.45691 -3.82610 0.00112  0.891
O 2.13199 -0.54558 1.33521  -0.648
O 0.01628 0.25164 1.22527  0.092
C -3.70240 1.44069 -1.51977  -1.051
C -2.33707 1.70972 3.39396  -1.349
C 0.38451 -5.26493 -0.26480  -1.241
C -1.06028 -0.95049 -3.41810  -0.244
C 4.22687 2.19732 1.48293  -1.271
C 1.82184 3.13568 2.53459  -0.988
C -4.02493 -1.45144 -0.25569  -1.259
C 0.74168 -0.63716 3.29574  -1.492
C 2.30380 -0.28793 -2.89186  -1.379
C -2.94004 1.93604 0.89148  0.388
C -0.07480 1.50316 -3.40791  -1.238
C 0.41375 1.23720 -2.00345  -0.041
C -3.15379 -0.16059 1.81718  1.060
C -3.10265 -1.29491 2.75943  -1.989
C -2.64140 3.36749 0.71485  -1.856
C -3.55817 -0.23575 0.45647  0.057
C 1.46739 -1.19460 -3.81494  -0.884
C 0.17161 -1.68762 -3.20867  -0.312
C -3.42342 1.05626 -0.11430  1.074
C -2.79840 1.18905 2.09768  0.996
C 2.93719 -4.11227 -1.00952  -1.289
C 1.51572 0.27849 -1.74185  0.211
C 1.99908 -3.88774 1.73097  -1.012
C 3.09402 4.55766 0.48251  -1.303
C 1.00647 -0.29540 1.84973  0.406
C -1.04005 0.42490 -4.05331  -1.194
H -1.88348 3.70622 1.43386  0.346
H 4.05203 1.22708 1.96800  0.214
H -2.54234 -1.03068 3.66418  0.465
H -4.00304 -2.31925 0.41124  0.375
H -2.26918 3.57265 -0.30137  0.374
H 2.70856 -3.75118 -2.02667  0.205
H -0.10887 -5.52703 0.68010  0.363
H -4.13559 0.60008 -2.07653  0.392
H 4.70136 2.90817 2.17493  0.434
H 2.09555 0.40736 -0.81096  0.316
H 0.35800 0.24379 3.82272  0.258
H 2.26745 4.01426 3.01919  0.464
H 0.09615 -2.78393 -3.12978  0.502
H 3.54461 4.54127 -0.51865  0.359
H 3.75787 -3.50082 -0.60648  0.313
H -0.38449 -4.93022 -0.98168  0.256
H -2.79095 1.76990 -2.04539  -0.019
H 2.38518 -2.88332 1.97245  0.046
H 1.24905 -0.67757 -4.76143  0.268
H -3.54112 3.98900 0.86346  0.352
H 1.11303 -4.08033 2.35345  0.326
H 0.74986 3.30591 2.36675  -0.021
H 0.96447 -6.09621 -0.68163  0.384
H -2.93602 1.29619 4.21695  0.423
H -2.06782 0.83672 -4.05189  0.430
H 3.16956 -5.18481 -1.00360  0.456
H -3.40407 -1.68205 -1.13852  0.095
H 1.93894 2.25483 3.17808  0.297
H -2.42005 2.80119 3.42215  0.439
H -2.61998 -2.17226 2.29685  0.418
H -4.11526 -1.60655 3.06712  0.358
H 1.64303 -0.99521 3.80227  0.419
H 2.19698 5.18944 0.45184  0.372
H -0.63962 2.45472 -3.38193  0.377
H -0.03419 -1.41383 3.34419  0.201
H 2.76408 -4.66493 1.84935  0.429
H 3.81451 4.95312 1.21017  0.377
H -0.75823 0.29670 -5.11607  0.521
H 2.08067 -2.06729 -4.10330  0.519
H -4.41361 2.27737 -1.56786  0.446
H 3.14970 -0.88794 -2.51204  0.453
H -1.99141 -1.54048 -3.51560  0.679
H -1.28677 1.44475 3.58253  0.125
H 0.26434 2.03772 -1.25775  0.563
H -5.05656 -1.31999 -0.61424  0.392
H 0.77955 1.65787 -4.09436  0.432
H 2.76785 0.54074 -3.45705  0.364
H 4.87023 2.04032 0.60666  0.361

***

The following is a DFT calculation (the ωB97M-V functional and the def2-TZVPD basis) of a structure of composition C26H48Cl6F9N4O13Y at a distorted geometry.

Calculated values
Kohn-Sham gap, eV: 7.91
Multiplicity: 1

Last column: Mulliken charge in e.
CARTESIAN COORDINATES (ANGSTROEM)
Y -1.78831 -1.67397 0.07181  1.854
Cl -0.35671 2.00373 4.89129  -0.133
Cl 1.21972 -0.19525 3.70889  -0.091
Cl 1.13491 2.44774 2.36059  -0.126
Cl 5.52933 -3.00862 3.11484  -0.128
Cl 3.69231 -2.99169 0.90359  -0.067
Cl 6.56188 -2.44914 0.46270  -0.132
F 1.88502 1.73864 -6.54185  -0.303
F -2.84634 5.58687 3.83144  -0.221
F 3.86144 1.87789 -5.80772  -0.287
F -3.09149 4.04132 5.46613  -0.214
F -4.82296 5.04508 4.68167  -0.255
F 5.50915 2.81900 -2.48998  -0.179
F 7.11353 1.39424 -2.17085  -0.242
F 2.23585 1.07334 -4.62150  -0.120
F 6.82432 3.33449 -0.90082  -0.253
O 1.67606 3.42889 -3.67386  -0.066
O -3.60235 -0.31996 -0.04063  -1.016
O -2.31411 -0.98675 2.40700  -0.103
O 4.03394 1.51618 -0.97531  -0.260
O -0.16927 -0.21480 -0.07011  0.828
O -0.29291 -2.80992 1.59158  -0.424
O -0.17296 -3.11594 -1.16950  -0.608
O 2.64760 4.46702 -5.48287  -0.535
O -3.48904 3.95700 1.96018  -0.287
O -2.15542 -1.53113 -2.27648  -0.476
O 5.87038 0.96095 0.35879  -0.492
O -3.01375 -3.46201 0.28577  -0.818
O -3.99936 2.34638 3.41862  -0.458
N 0.02151 -4.15046 3.43718  0.179
N 1.49412 -3.70846 -2.54669  0.306
N -1.83176 0.07550 -3.92475  0.392
N -3.55202 -0.87620 4.38547  0.431
C 2.80794 -4.38389 -2.55425  -1.125
C -4.67712 -0.34727 5.00140  -0.988
C 2.56606 2.02345 -5.44535  0.893
C -3.69977 3.48361 3.18449  0.481
C -2.47450 -0.97668 -3.33926  -0.136
C 1.32176 4.56250 -3.02429  -0.405
C -1.38753 -4.48780 3.55020  -0.927
C -2.68562 3.61543 -0.28544  -0.915
C -2.51701 -1.38084 5.22951  -0.854
C -3.59825 3.04883 0.81125  0.278
C 5.18990 -2.20624 1.60791  0.122
C 2.77567 -0.54842 -1.47080  0.504
C 0.81734 -3.77959 -1.41448  -0.281
C -2.51931 1.00765 -4.87383  -0.860
C -3.58968 4.58206 4.32012  0.741
C -3.35196 -0.67826 3.04770  -0.379
C 2.27847 3.44906 -4.91665  0.229
C 5.40076 1.45684 -0.63457  0.290
C -0.20361 4.60760 -3.04950  -0.828
C 6.24867 2.26624 -1.57633  0.863
C 0.42609 -3.28868 2.46176  0.281
C 1.18026 -2.96918 -3.75255  -0.794
C 3.13416 0.51236 -0.43940  0.292
C -0.58761 0.52628 -3.38789  0.039
C 0.19786 1.25761 3.33725  0.615
C 0.86428 -4.50925 4.56798  -1.069
H 1.91602 -1.17579 -1.23521  -0.340
H 1.72834 5.52308 -3.34063  0.415
H -0.77418 1.05149 -2.45117  -0.079
H 3.61333 -3.72026 -2.86896  0.318
H 0.04487 1.05201 -4.10320  0.440
H 1.74243 -3.86353 4.56901  0.335
H 0.68080 0.04571 0.33490  -0.559
H -1.70224 -1.81441 4.64963  0.096
H 3.56595 -0.01541 0.41096  -0.257
H 1.51481 -3.13924 2.52933  0.119
H -4.58510 3.02343 0.34911  0.287
H 5.00413 -1.14930 1.79891  0.181
H 3.65754 -1.16392 -1.64851  0.363
H -2.20468 -0.59917 5.92199  0.285
H -3.26696 2.03572 1.03919  -0.314
H -0.70922 1.08315 2.75857  -0.484
H -3.60874 -4.21976 0.44807  0.079
H 2.71461 -5.25464 -3.20324  0.383
H 3.11186 -4.78228 -1.58625  0.351
H -2.08559 -3.95396 2.90535  0.186
H -0.58185 5.55292 -2.66039  0.426
H -1.98597 1.16618 -5.81112  0.298
H -1.76764 -4.31312 4.55673  0.329
H 2.27528 1.03186 -0.01449  0.015
H -5.54783 -0.34638 4.34568  0.322
H -1.56275 -5.55498 3.41412  0.358
H 1.92708 -2.23353 -4.05118  0.325
H -2.98438 -2.22117 5.74283  0.375
H -0.44891 3.84790 -2.30736  0.012
H -4.49801 0.62911 5.45163  0.256
H -2.80670 4.67628 -0.50463  0.396
H -3.02251 3.09016 -1.17913  0.275
H 2.43249 -0.07067 -2.38844  -0.428
H -3.49789 0.63806 -5.18021  0.339
H -4.20319 -0.24869 2.49718  0.403
H 1.25196 -5.52137 4.45218  0.362
H 0.24370 -2.41401 -3.70013  0.030
H 0.36947 -4.25777 5.50608  0.341
H -4.28077 0.37922 0.03309  0.090
H -4.92864 -1.16566 5.67598  0.405
H -3.41960 -1.15331 -3.87571  0.220
H -2.64780 2.00558 -4.45464  0.274
H -0.03816 -0.33642 -3.01113  -0.645
H 1.57206 4.44942 -1.96947  0.263
H -1.62660 3.47116 -0.07149  0.204
H 1.11514 -3.51217 -4.69542  0.400
H 1.30252 -4.45024 -0.68852  0.472
H -0.72807 4.43569 -3.98944  0.313